(1)
{
  "formula": "C28H58O",
  "method": "wB97M-V/def2-TZVPD",
  "symbols": ["C", "C", "C", "C", "C", "C", "C", "C", "C", "C", "C", "C", "C", "C", "C", "C", "C", "C", "C", "C", "C", "C", "C", "C", "C", "C", "C", "C", "O", "H", "H", "H", "H", "H", "H", "H", "H", "H", "H", "H", "H", "H", "H", "H", "H", "H", "H", "H", "H", "H", "H", "H", "H", "H", "H", "H", "H", "H", "H", "H", "H", "H", "H", "H", "H", "H", "H", "H", "H", "H", "H", "H", "H", "H", "H", "H", "H", "H", "H", "H", "H", "H", "H", "H", "H", "H", "H"],
  "positions_angstrom": [[-8.685, -1.707, 2.975], [-7.233, -1.640, 2.521], [-7.079, -2.015, 1.049], [-5.627, -1.944, 0.583], [-5.488, -2.307, -0.893], [-4.038, -2.346, -1.378], [-3.359, -0.978, -1.370], [-1.983, -1.021, -2.031], [-1.309, 0.349, -2.015], [0.007, 0.390, -2.792], [1.143, -0.365, -2.104], [2.456, -0.212, -2.869], [3.658, -0.827, -2.151], [3.561, -2.345, -2.004], [4.885, -2.995, -1.594], [5.451, -2.504, -0.260], [4.558, -2.841, 0.932], [5.177, -2.454, 2.277], [5.462, -0.960, 2.448], [4.217, -0.086, 2.319], [4.527, 1.386, 2.580], [3.294, 2.287, 2.489], [2.746, 2.420, 1.070], [1.551, 3.369, 1.005], [1.010, 3.489, -0.418], [-0.180, 4.440, -0.546], [-1.445, 3.911, 0.129], [-2.658, 4.815, -0.106], [-3.151, 4.759, -1.423], [-9.299, -1.024, 2.393], [-9.079, -2.713, 2.846], [-8.772, -1.437, 4.025], [-6.630, -2.317, 3.130], [-6.851, -0.627, 2.675], [-7.461, -3.028, 0.894], [-7.685, -1.339, 0.440], [-5.022, -2.630, 1.182], [-5.251, -0.934, 0.752], [-5.937, -3.290, -1.056], [-6.047, -1.587, -1.495], [-3.467, -3.038, -0.754], [-4.025, -2.737, -2.399], [-3.249, -0.626, -0.343], [-3.990, -0.261, -1.901], [-1.359, -1.749, -1.509], [-2.091, -1.356, -3.066], [-1.127, 0.645, -0.979], [-1.996, 1.078, -2.452], [0.309, 1.433, -2.919], [-0.150, -0.027, -3.789], [1.271, 0.022, -1.090], [0.886, -1.421, -2.029], [2.651, 0.853, -3.020], [2.352, -0.669, -3.856], [3.753, -0.364, -1.167], [4.560, -0.587, -2.719], [2.790, -2.600, -1.277], [3.259, -2.772, -2.965], [4.740, -4.077, -1.540], [5.625, -2.801, -2.375], [6.428, -2.971, -0.108], [5.608, -1.427, -0.315], [4.372, -3.918, 0.938], [3.593, -2.345, 0.825], [6.115, -3.001, 2.404], [4.499, -2.773, 3.073], [5.900, -0.807, 3.438], [6.205, -0.640, 1.715], [3.460, -0.427, 3.030], [3.806, -0.192, 1.316], [5.277, 1.730, 1.863], [4.960, 1.483, 3.579], [2.513, 1.894, 3.143], [3.559, 3.282, 2.855], [2.434, 1.442, 0.701], [3.537, 2.786, 0.410], [0.769, 2.996, 1.669], [1.850, 4.357, 1.365], [1.815, 3.845, -1.067], [0.714, 2.501, -0.773], [-0.375, 4.591, -1.612], [0.082, 5.411, -0.116], [-1.677, 2.917, -0.258], [-1.286, 3.832, 1.204], [-2.405, 5.852, 0.164], [-3.491, 4.491, 0.522], [-2.441, 5.002, -2.028]],
  "forces_ev_per_a": [[0.250, 0.048, 0.061], [-0.278, -0.091, -0.208], [0.388, 0.140, 0.316], [-0.367, -0.084, -0.321], [0.321, -0.099, 0.195], [-0.259, 0.271, -0.026], [0.199, -0.432, -0.133], [-0.152, 0.388, 0.232], [0.119, -0.213, -0.323], [-0.055, -0.015, 0.390], [0.029, 0.168, -0.451], [0.060, -0.044, 0.367], [-0.217, -0.165, -0.237], [0.277, 0.103, 0.033], [-0.066, 0.100, 0.084], [-0.252, -0.220, -0.051], [0.301, 0.089, 0.066], [-0.027, 0.102, -0.095], [-0.272, -0.187, 0.020], [0.461, 0.165, 0.030], [-0.355, -0.074, 0.087], [0.277, -0.063, -0.253], [-0.195, 0.186, 0.406], [0.126, -0.247, -0.375], [-0.061, 0.332, 0.179], [-0.062, -0.330, 0.046], [-0.131, 0.423, -0.172], [0.199, -0.151, 0.480], [-0.001, -0.017, -0.518], [-0.116, 0.056, -0.038], [-0.096, -0.093, 0.002], [-0.112, 0.011, 0.095], [0.086, 0.037, 0.026], [0.090, 0.003, 0.036], [-0.072, -0.037, -0.059], [-0.084, -0.013, -0.063], [0.089, 0.006, 0.065], [0.079, 0.040, 0.080], [-0.097, 0.008, -0.030], [-0.082, -0.004, -0.065], [0.054, -0.089, -0.018], [0.082, -0.060, -0.018], [-0.034, 0.108, 0.048], [-0.051, 0.098, 0.020], [0.041, -0.108, -0.034], [0.030, -0.077, -0.059], [-0.029, 0.096, 0.068], [-0.059, 0.061, 0.081], [0.050, 0.022, -0.080], [0.005, 0.038, -0.106], [-0.001, -0.019, 0.136], [-0.013, -0.081, 0.114], [-0.039, 0.035, -0.084], [0.010, 0.027, -0.098], [0.088, 0.091, 0.084], [0.106, 0.032, 0.062], [-0.115, -0.053, -0.021], [-0.105, -0.029, -0.011], [0.077, -0.054, -0.035], [0.003, -0.065, -0.065], [0.075, 0.077, 0.034], [0.111, 0.102, 0.021], [-0.098, -0.020, -0.042], [-0.138, -0.033, -0.027], [-0.009, -0.088, 0.053], [0.046, -0.042, 0.078], [0.072, 0.059, -0.014], [0.087, 0.064, 0.005], [-0.123, -0.044, -0.004], [-0.136, -0.057, -0.068], [0.098, 0.032, 0.003], [0.101, -0.005, -0.005], [-0.056, 0.035, 0.082], [-0.075, 0.043, 0.055], [0.023, -0.075, -0.111], [0.058, -0.034, -0.089], [-0.038, 0.035, 0.101], [-0.031, 0.067, 0.074], [0.048, -0.086, -0.051], [0.018, -0.119, -0.097], [0.000, 0.091, -0.038], [-0.002, 0.089, -0.049], [-0.031, -0.089, 0.051], [0.004, -0.063, 0.083], [-0.046, -0.096, 0.059], [0.083, 0.084, 0.011], [-0.085, 0.005, 0.023]],
  "nbo_charge": [-0.600, -0.387, -0.386, -0.392, -0.384, -0.385, -0.396, -0.378, -0.397, -0.377, -0.408, -0.375, -0.387, -0.405, -0.383, -0.402, -0.401, -0.384, -0.392, -0.402, -0.385, -0.389, -0.383, -0.383, -0.392, -0.393, -0.430, -0.052, -0.716, 0.200, 0.200, 0.206, 0.192, 0.192, 0.191, 0.193, 0.192, 0.195, 0.197, 0.193, 0.192, 0.197, 0.194, 0.194, 0.193, 0.191, 0.190, 0.202, 0.195, 0.195, 0.189, 0.199, 0.196, 0.192, 0.190, 0.198, 0.197, 0.200, 0.197, 0.197, 0.201, 0.195, 0.201, 0.194, 0.198, 0.197, 0.200, 0.195, 0.194, 0.194, 0.193, 0.198, 0.192, 0.198, 0.191, 0.192, 0.193, 0.192, 0.199, 0.196, 0.186, 0.196, 0.207, 0.204, 0.151, 0.179, 0.461],
  "smiles": "CCCCCCCCCCCCCCCCCCCCCCCCCCCCO",
  "gap_ev": 11.07,
  "charge": 0,
  "e_lumo_ev": 0.88,
  "max_force_ev_per_a": 0.5,
  "spin_multiplicity": 1,
  "e_above_lowest_ev": 0.044
}

***

(2)
{
  "formula": "C28H59ClFN2O18PS5",
  "method": "wB97M-V/def2-TZVPD",
  "symbols": ["C", "C", "C", "C", "N", "P", "O", "Cl", "C", "C", "N", "C", "C", "C", "C", "O", "O", "C", "C", "C", "F", "H", "H", "H", "H", "H", "H", "H", "H", "H", "H", "H", "H", "H", "H", "H", "H", "H", "H", "H", "C", "C", "O", "S", "C", "O", "O", "H", "H", "H", "H", "H", "H", "H", "H", "C", "C", "O", "S", "C", "O", "O", "H", "H", "H", "H", "H", "H", "H", "H", "C", "C", "O", "S", "C", "O", "O", "H", "H", "H", "H", "H", "H", "H", "H", "C", "C", "O", "S", "C", "O", "O", "H", "H", "H", "H", "H", "H", "H", "H", "C", "C", "O", "S", "C", "O", "O", "H", "H", "H", "H", "H", "H", "H", "H"],
  "positions_angstrom": [[5.860, -2.289, -1.383], [6.205, -3.769, -1.359], [5.555, -4.586, -2.499], [4.328, -3.934, -2.926], [3.330, -3.526, -3.385], [6.794, -4.401, -3.932], [6.201, -3.054, -4.618], [6.365, -5.833, -5.345], [5.167, -6.026, -2.055], [4.381, -6.652, -3.110], [3.818, -7.173, -3.985], [4.285, -6.008, -0.759], [2.962, -6.777, -0.754], [1.746, -6.028, -1.331], [1.168, -6.696, -2.537], [1.130, -7.880, -2.711], [0.656, -5.817, -3.471], [6.467, -6.801, -1.742], [6.390, -8.316, -1.875], [6.603, -8.879, -3.270], [5.240, -8.803, -1.311], [6.031, -1.857, -2.354], [6.504, -1.795, -0.672], [4.851, -2.124, -1.035], [7.275, -3.862, -1.506], [5.998, -4.200, -0.391], [5.406, -3.248, -5.128], [4.039, -4.981, -0.517], [4.847, -6.364, 0.086], [2.726, -6.900, 0.293], [3.029, -7.781, -1.141], [2.036, -5.010, -1.531], [0.959, -5.976, -0.589], [1.289, -5.718, -4.187], [7.305, -6.477, -2.348], [6.739, -6.598, -0.721], [7.205, -8.703, -1.275], [7.143, -9.809, -3.237], [7.176, -8.161, -3.832], [5.640, -8.991, -3.737], [-0.112, -3.057, -2.418], [-1.303, -3.908, -2.019], [-2.056, -3.284, -0.949], [-2.940, -2.007, -1.293], [-3.819, -1.926, 0.228], [-3.837, -2.340, -2.356], [-2.091, -0.860, -1.392], [-0.432, -2.111, -2.851], [0.498, -3.569, -3.146], [0.500, -2.823, -1.544], [-1.952, -4.115, -2.870], [-0.968, -4.864, -1.628], [-4.444, -2.809, 0.329], [-4.431, -1.029, 0.197], [-3.103, -1.855, 1.041], [-4.585, 0.828, 6.051], [-5.636, 0.404, 5.043], [-5.988, 1.458, 4.119], [-4.938, 1.839, 2.990], [-5.992, 2.871, 2.032], [-4.602, 0.660, 2.252], [-3.894, 2.635, 3.553], [-3.632, 1.040, 5.569], [-4.425, 0.033, 6.779], [-4.897, 1.732, 6.572], [-5.320, -0.478, 4.485], [-6.562, 0.152, 5.555], [-6.798, 2.270, 1.619], [-5.383, 3.290, 1.234], [-6.376, 3.664, 2.667], [-1.526, 4.353, 1.680], [-2.013, 5.230, 2.817], [-1.401, 6.541, 2.820], [-1.852, 7.576, 1.705], [-1.078, 9.000, 2.388], [-3.272, 7.737, 1.778], [-1.207, 7.255, 0.469], [-1.818, 4.763, 0.714], [-1.950, 3.353, 1.761], [-0.438, 4.283, 1.687], [-3.099, 5.335, 2.788], [-1.759, 4.779, 3.773], [-1.544, 9.235, 3.340], [-1.229, 9.812, 1.680], [-0.017, 8.798, 2.507], [-3.980, 8.415, -0.907], [-4.734, 8.428, -2.222], [-5.766, 9.442, -2.275], [-5.317, 10.957, -2.431], [-6.911, 11.626, -2.766], [-4.492, 11.077, -3.593], [-4.867, 11.455, -1.169], [-3.414, 9.336, -0.775], [-3.282, 7.585, -0.876], [-4.669, 8.334, -0.074], [-4.059, 8.553, -3.071], [-5.254, 7.482, -2.360], [-7.270, 11.231, -3.712], [-6.793, 12.705, -2.825], [-7.578, 11.365, -1.950], [0.569, 0.697, 1.144], [0.458, -0.403, 2.179], [1.579, -0.439, 3.091], [1.672, 0.700, 4.198], [2.959, -0.024, 5.155], [0.457, 0.706, 4.952], [2.162, 1.903, 3.602], [0.526, 1.682, 1.606], [-0.250, 0.625, 0.427], [1.516, 0.628, 0.608], [-0.470, -0.321, 2.747], [0.454, -1.374, 1.687], [2.601, -0.953, 5.587], [3.209, 0.689, 5.937], [3.820, -0.192, 4.514]],
  "forces_ev_per_a": [[0.264, -0.370, 0.652], [0.518, 0.109, -0.483], [-1.076, 0.162, 0.104], [-2.652, 0.645, -1.320], [2.180, -0.746, 1.050], [0.981, 0.306, -0.015], [0.372, -0.437, -0.125], [-0.201, 0.178, 0.107], [0.312, -0.130, 0.808], [-0.812, -1.324, -2.136], [0.743, 1.075, 1.655], [-0.694, 0.105, -0.315], [-0.497, 0.193, 0.621], [0.686, -0.227, 0.064], [0.108, -0.520, -0.860], [-0.117, 0.401, 0.298], [-0.164, -0.067, 0.346], [-0.336, -0.513, -0.259], [1.423, -0.164, -0.310], [-0.462, 0.552, 0.399], [-0.800, -0.161, 0.305], [-0.143, 0.245, -0.350], [0.264, 0.295, 0.177], [-0.441, 0.141, -0.222], [0.410, -0.068, 0.156], [-0.214, -0.155, 0.215], [-0.442, 0.305, -0.084], [-0.069, 0.393, -0.014], [0.512, -0.226, 0.152], [0.128, -0.215, 0.431], [0.138, -0.226, -0.333], [-0.185, 0.426, -0.393], [-0.285, -0.045, 0.236], [0.162, -0.137, -0.345], [0.155, 0.121, -0.275], [0.046, 0.354, 0.398], [0.232, -0.059, 0.392], [0.021, -0.421, -0.003], [0.269, 0.117, -0.401], [-0.256, -0.219, -0.412], [-0.224, 0.411, 0.105], [0.499, 0.162, -0.448], [-0.119, -0.084, 0.117], [0.011, -0.343, 0.424], [-0.063, -0.034, 0.035], [0.056, 0.132, -0.190], [-0.034, 0.155, -0.140], [-0.031, -0.004, 0.035], [0.085, -0.149, -0.052], [0.014, -0.042, 0.002], [-0.141, 0.108, 0.089], [-0.175, 0.012, 0.228], [0.030, -0.033, -0.039], [0.037, 0.045, -0.006], [0.010, 0.036, 0.011], [0.117, 0.185, -0.163], [0.244, -0.406, 0.415], [-0.014, 0.123, -0.102], [-0.433, 0.134, 0.067], [-0.048, -0.013, -0.026], [0.141, -0.172, -0.054], [0.222, 0.065, 0.003], [0.011, -0.034, -0.008], [-0.098, -0.033, -0.004], [-0.040, -0.031, 0.050], [0.014, 0.095, -0.130], [-0.128, 0.142, -0.146], [-0.005, -0.019, 0.016], [0.052, -0.026, 0.007], [0.016, 0.001, 0.027], [0.110, 0.188, -0.235], [-0.334, -0.646, -0.148], [0.116, 0.097, -0.033], [0.420, 0.114, 0.741], [0.040, 0.038, 0.036], [-0.027, -0.208, -0.076], [-0.222, -0.030, -0.195], [-0.011, 0.006, -0.006], [-0.007, 0.020, 0.185], [0.006, -0.048, 0.052], [0.015, 0.162, 0.015], [0.109, 0.213, 0.075], [-0.012, -0.027, 0.007], [-0.038, -0.022, -0.036], [0.008, -0.022, -0.012], [-0.290, 0.402, -0.294], [0.585, -0.360, 0.050], [-0.117, 0.088, 0.026], [-0.414, -0.283, -0.003], [-0.059, -0.001, -0.033], [0.210, 0.076, 0.032], [0.170, 0.126, -0.022], [0.043, -0.018, -0.002], [-0.032, -0.108, -0.094], [-0.044, -0.079, 0.041], [-0.079, 0.155, -0.029], [-0.231, 0.123, -0.048], [0.013, -0.024, -0.002], [0.054, 0.009, 0.003], [0.014, -0.013, 0.021], [0.107, 0.201, 0.099], [-0.517, 0.103, -0.430], [0.165, 0.004, 0.102], [0.199, -0.423, -0.141], [0.024, -0.061, 0.028], [-0.121, 0.179, 0.008], [-0.091, 0.172, 0.075], [-0.022, 0.003, 0.025], [-0.002, -0.145, 0.004], [-0.019, -0.053, -0.044], [0.081, 0.051, 0.126], [0.174, -0.085, 0.137], [-0.021, -0.007, -0.016], [-0.036, 0.042, -0.004], [-0.003, 0.015, -0.025]],
  "mulliken_charge": [-1.485, -0.923, 2.086, -0.728, -0.495, 0.368, -0.466, -0.200, 2.604, -1.269, -0.670, -1.464, -1.627, 0.037, 0.231, -0.538, -0.492, -1.502, -0.014, -1.228, -0.367, 0.318, 0.466, 0.371, 0.513, 0.464, 0.345, 0.638, 0.454, 0.608, 0.539, -0.067, 0.643, 0.336, 0.488, 0.540, 0.483, 0.375, 0.257, 0.369, -0.835, -0.276, -0.328, 1.294, -0.958, -0.705, -0.588, 0.558, 0.314, 0.081, 0.326, 0.104, 0.404, 0.362, 0.250, -0.928, -0.284, -0.309, 1.098, -1.041, -0.512, -0.520, 0.250, 0.385, 0.259, 0.260, 0.282, 0.353, 0.379, 0.353, -0.856, -0.372, -0.335, 1.443, -1.095, -0.631, -0.628, 0.286, 0.308, 0.264, 0.289, 0.277, 0.327, 0.362, 0.338, -0.820, -0.566, -0.246, 1.197, -0.943, -0.645, -0.597, 0.326, 0.359, 0.289, 0.356, 0.289, 0.315, 0.370, 0.311, -0.657, -0.292, -0.232, 1.234, -0.986, -0.632, -0.608, 0.082, 0.312, 0.281, 0.310, 0.188, 0.307, 0.375, 0.322],
  "smiles": "CC[C@@](C#N)(P(O)Cl)[C@](C#N)(CCCC(=O)O)C[C@H](C)F.CCOS(C)(=O)=O.CCOS(C)(=O)=O.CCOS(C)(=O)=O.CCOS(C)(=O)=O.CCOS(C)(=O)=O",
  "gap_ev": 10.08,
  "charge": 0,
  "e_lumo_ev": 0.02,
  "max_force_ev_per_a": 3.0,
  "spin_multiplicity": 1
}

***

DFT total energy in eV, matching the order above: -32026.1014; -148531.4501